Entry 1:
{
  "formula": "C30H53KN4O2SSi",
  "method": "ωB97M-V/def2-TZVPD",
  "spin_multiplicity": 1,
  "charge": -2,
  "energy_ha": -2832.0183,
  "fmax_ev_per_a": 0.7,
  "lumo_ev": 4.127,
  "elements": ["K", "C", "C", "C", "C", "C", "C", "C", "C", "C", "C", "H", "H", "H", "H", "H", "H", "H", "H", "H", "H", "H", "H", "H", "H", "N", "C", "C", "C", "O", "O", "H", "H", "H", "H", "H", "H", "C", "Si", "C", "C", "H", "H", "H", "H", "H", "H", "H", "H", "H", "C", "N", "C", "C", "C", "C", "C", "C", "C", "C", "H", "H", "H", "H", "H", "H", "H", "H", "H", "H", "H", "H", "C", "N", "C", "C", "S", "N", "C", "C", "H", "H", "H", "H", "H", "H", "H", "H", "H", "H", "H", "H"],
  "xyz": [[-0.1829, 0.4698, 0.6173], [-0.1547, -5.0607, 1.4819], [1.3616, -4.9658, 1.2743], [1.7229, -5.4090, -0.1384], [1.8655, -3.5742, 1.6217], [1.5635, -3.0362, 2.8773], [1.9928, -1.7754, 3.2481], [2.7538, -0.9890, 2.3798], [3.2057, 0.3884, 2.7938], [3.0466, -1.5125, 1.1275], [2.6068, -2.7865, 0.7521], [-0.5430, -5.9956, 1.0691], [-0.6914, -4.2427, 0.9981], [-0.4315, -5.0331, 2.5374], [1.8551, -5.6533, 1.9707], [1.2586, -4.7605, -0.8881], [1.3557, -6.4249, -0.3071], [2.8040, -5.4068, -0.3139], [0.9596, -3.6127, 3.5693], [1.7168, -1.3768, 4.2187], [3.6088, 0.9447, 1.9457], [3.9800, 0.3389, 3.5638], [2.3663, 0.9638, 3.1940], [3.6106, -0.9113, 0.4213], [2.8331, -3.1420, -0.2461], [-4.5066, -0.1745, 0.8761], [-5.1506, -1.4028, 0.3974], [-4.3132, -2.3194, -0.4996], [-3.1211, -2.9198, 0.2402], [-3.2154, -4.1219, 0.5705], [-2.1638, -2.1226, 0.4915], [-3.6142, -0.4416, 1.2862], [-4.2539, 0.3998, 0.0778], [-6.0664, -1.1174, -0.1249], [-5.4618, -1.9759, 1.2744], [-3.9627, -1.7385, -1.3558], [-4.9430, -3.1382, -0.8540], [-0.4689, 2.3679, -3.5902], [0.7088, 2.4275, -2.0382], [0.2636, 4.2031, -1.4055], [2.3871, 2.8840, -2.9066], [-0.2392, 3.1560, -4.3271], [-1.5095, 2.5064, -3.2635], [-0.4309, 1.3985, -4.1076], [0.3095, 4.9572, -2.2096], [0.9657, 4.5040, -0.6162], [-0.7379, 4.2400, -0.9600], [2.2304, 3.5705, -3.7546], [2.9479, 2.0173, -3.2687], [3.0342, 3.3913, -2.1786], [2.0700, 4.0917, 2.9374], [1.5682, 4.3346, 4.2875], [0.9129, 5.6270, 4.3559], [0.7041, 3.2382, 4.7694], [-0.6084, 3.0415, 4.0322], [-1.7242, 3.7530, 4.4876], [-2.9573, 3.6593, 3.8413], [-3.0603, 2.8425, 2.7229], [-1.9279, 2.1448, 2.3001], [-0.6622, 2.1783, 2.9131], [2.6098, 4.9790, 2.5937], [1.2797, 3.8563, 2.2149], [2.7690, 3.2524, 2.9440], [1.6289, 6.4095, 4.0891], [0.5670, 5.8177, 5.3770], [0.0418, 5.7180, 3.6893], [0.5241, 3.4333, 5.8335], [1.2790, 2.3140, 4.6873], [-1.6322, 4.3946, 5.3635], [-3.8159, 4.2124, 4.2038], [-4.0075, 2.7254, 2.2042], [-2.0728, 1.5159, 1.4156], [2.1516, -0.2822, -4.6822], [1.0356, -1.1661, -5.0182], [1.3924, -2.1183, -6.0608], [0.5117, -1.8414, -3.8655], [1.4880, -2.6108, -2.7647], [-0.8122, -1.7775, -3.7728], [-1.6813, -1.2177, -4.8032], [-1.5351, -2.4032, -2.6670], [2.3860, 0.3156, -5.5649], [3.0393, -0.8397, -4.3637], [1.8602, 0.3864, -3.8787], [2.1623, -2.8227, -5.7188], [1.7680, -1.5606, -6.9205], [0.5150, -2.6893, -6.3776], [-1.0977, -0.6603, -5.5222], [-2.4052, -0.5555, -4.3289], [-2.2258, -2.0237, -5.3040], [-0.8953, -2.5384, -1.8021], [-1.9372, -3.3736, -2.9717], [-2.3586, -1.7477, -2.3976]],
  "atomic_forces_ev_per_a": [[0.291, -0.465, 0.040], [-0.052, -0.026, -0.013], [-0.048, 0.114, -0.049], [0.036, 0.008, -0.123], [0.000, 0.027, 0.091], [0.054, 0.005, 0.003], [0.008, -0.005, -0.020], [-0.027, 0.043, -0.033], [-0.080, -0.004, -0.050], [-0.088, -0.119, -0.001], [0.060, 0.147, 0.010], [0.018, 0.007, 0.031], [0.014, -0.015, -0.031], [0.027, 0.031, -0.013], [-0.002, -0.088, 0.057], [0.025, -0.045, 0.078], [0.026, 0.031, 0.006], [-0.071, 0.006, 0.028], [0.020, 0.022, -0.014], [-0.002, -0.001, -0.017], [-0.001, -0.037, 0.001], [0.001, -0.014, 0.016], [0.009, -0.054, -0.044], [-0.035, -0.037, -0.020], [0.004, 0.046, 0.074], [0.001, -0.208, -0.066], [0.071, 0.089, 0.151], [-0.280, 0.168, -0.148], [0.463, -0.021, 0.473], [0.087, 0.210, -0.100], [-0.162, -0.106, -0.145], [-0.013, 0.009, 0.038], [-0.023, 0.014, -0.034], [-0.077, 0.021, -0.066], [-0.020, -0.010, 0.046], [-0.093, 0.043, -0.014], [-0.027, 0.015, -0.068], [-0.050, -0.065, -0.073], [-0.095, 0.027, -0.072], [0.032, 0.077, 0.013], [0.084, 0.085, 0.015], [-0.026, -0.061, 0.081], [0.092, -0.003, -0.022], [0.045, 0.123, 0.020], [0.001, -0.073, 0.075], [-0.069, 0.002, -0.084], [0.063, -0.018, -0.050], [0.026, -0.043, 0.080], [0.006, 0.076, -0.003], [-0.050, -0.019, -0.052], [0.020, 0.003, 0.032], [0.056, 0.065, -0.127], [-0.061, -0.014, 0.034], [-0.028, 0.031, -0.063], [-0.180, 0.048, 0.034], [-0.062, -0.043, -0.113], [0.186, -0.037, -0.005], [0.192, -0.011, 0.120], [-0.098, 0.022, 0.026], [0.023, -0.055, -0.133], [0.011, -0.025, 0.036], [-0.027, 0.043, 0.003], [-0.056, 0.002, 0.037], [0.011, -0.021, 0.002], [0.017, -0.046, -0.019], [0.017, -0.010, -0.009], [-0.024, 0.012, 0.017], [0.052, 0.008, 0.016], [-0.023, -0.012, 0.008], [-0.028, 0.022, 0.045], [0.035, 0.007, 0.009], [-0.367, 0.168, 0.144], [-0.017, -0.144, -0.096], [0.138, -0.052, 0.078], [-0.036, 0.057, 0.026], [-0.005, 0.293, -0.140], [0.205, -0.095, -0.033], [-0.450, -0.219, 0.040], [0.117, -0.033, 0.218], [0.096, 0.116, -0.148], [-0.005, 0.016, -0.001], [0.036, -0.009, -0.022], [-0.077, -0.016, 0.034], [0.039, -0.012, -0.029], [0.001, -0.026, -0.016], [0.013, 0.029, 0.052], [0.062, 0.046, -0.036], [-0.003, 0.022, 0.003], [-0.014, -0.032, -0.005], [-0.023, 0.045, -0.038], [0.018, -0.018, 0.006], [0.063, -0.029, 0.008]],
  "mulliken_charge": [1.0785, -1.4489, 1.1258, -1.5582, 0.2333, -0.6823, -0.6411, 0.7550, -0.9481, -0.9358, 0.0859, 0.4665, 0.3227, 0.3532, 0.2020, 0.0535, 0.4764, 0.4222, 0.2635, 0.3315, 0.3252, 0.4043, -0.1382, 0.2914, 0.2232, -0.5207, -0.8988, -0.0933, 0.4870, -0.7773, -0.4805, 0.2031, 0.2306, 0.4241, 0.3383, 0.0009, 0.2310, -1.1656, 0.4235, -1.2621, -1.4038, 0.3257, 0.2977, 0.1048, 0.3632, 0.2325, 0.2872, 0.2900, 0.3225, 0.3673, -0.7013, -0.0111, -0.9689, -1.6934, 0.7500, -0.6549, -0.5329, -1.0472, 0.3538, 0.3796, 0.3650, 0.2636, 0.0919, 0.3662, 0.3034, 0.3104, 0.5814, 0.2088, 0.2391, 0.3439, 0.3495, -0.4178, -0.9220, 0.2062, -1.0393, 0.0563, -0.3580, 0.3736, -1.1436, -0.7858, 0.4222, 0.3843, -0.0743, 0.3115, 0.4009, 0.2731, 0.4489, 0.3285, 0.3467, 0.1705, 0.2597, 0.0725]
}


Entry 2:
{
  "formula": "C4H10O2",
  "method": "ωB97M-V/def2-TZVPD",
  "spin_multiplicity": 1,
  "energy_ha": -308.8369,
  "fmax_ev_per_a": 3.2,
  "lumo_ev": 0.892,
  "elements": ["C", "C", "C", "O", "C", "O", "H", "H", "H", "H", "H", "H", "H", "H", "H", "H"],
  "xyz": [[-0.7935, 1.3845, 0.8554], [-0.2175, 0.0276, 0.3535], [-1.3421, -1.0062, 0.5647], [0.0909, 0.1416, -1.0426], [1.5012, 0.1014, -1.2335], [2.1884, -1.0161, -0.8315], [-1.8698, 1.1939, 0.8121], [-0.4880, 1.5452, 1.8426], [-0.3966, 2.1993, 0.2665], [0.7561, -0.3099, 0.8721], [-2.2728, -0.8020, 0.1391], [-1.5366, -1.1281, 1.5844], [-1.0119, -1.8671, 0.0975], [1.4954, 0.3432, -2.2500], [1.8170, 0.9643, -0.5752], [2.0799, -1.7719, -1.4551]],
  "atomic_forces_ev_per_a": [[0.398, -1.537, -1.159], [-0.301, 0.301, 0.562], [2.102, 1.003, -0.322], [-0.095, -1.436, 0.656], [-1.344, 2.226, 1.821], [0.050, -1.291, -0.513], [0.115, 1.115, -0.084], [0.219, 0.272, 1.718], [-0.375, 0.261, -0.311], [-1.710, 0.510, -0.414], [-1.342, 1.063, -1.077], [0.010, -0.474, 1.736], [0.587, -2.276, -0.508], [1.083, 0.194, -1.770], [0.683, -0.908, -0.889], [-0.081, 0.979, 0.554]],
  "mulliken_charge": [-1.2198, 0.7211, -1.8638, -0.4322, -0.4996, -0.4777, 0.3221, 0.3131, 0.3566, 0.3773, 0.4492, 0.4403, 0.4430, 0.3271, 0.4115, 0.3319]
}


Entry 3:
{
  "formula": "C2H3LiOYb",
  "method": "ωB97M-V/def2-TZVPD",
  "spin_multiplicity": 2,
  "charge": 1,
  "energy_ha": -1319.0978,
  "fmax_ev_per_a": 1.1,
  "s_squared": 0.7548,
  "lumo_ev": [-4.606, -4.886],
  "elements": ["O", "C", "Yb", "Li", "H", "C", "H", "H"],
  "xyz": [[1.9661, 1.1795, 0.1771], [1.6005, 0.6884, -0.9329], [0.4031, 0.3736, 1.5764], [-0.2609, -1.0893, -1.0948], [2.2341, 1.0948, -1.7649], [-1.5872, -0.5996, 0.7627], [-2.0251, -1.5203, 1.1795], [-2.3306, -0.1272, 0.0969]],
  "atomic_forces_ev_per_a": [[-0.116, -0.037, -0.570], [-0.185, -0.296, 1.006], [0.564, 0.398, -0.157], [0.185, 0.585, -0.022], [-0.317, -0.235, 0.146], [-0.018, -0.535, -0.578], [-0.130, 0.306, -0.099], [0.016, -0.187, 0.275]],
  "lowdin_spin": [0.0057, 0.0154, 0.0670, 0.0389, 0.0037, 0.7557, 0.0560, 0.0576]
}


Entry 4:
{
  "formula": "C3H7INS2",
  "method": "ωB97M-V/def2-TZVPD",
  "spin_multiplicity": 1,
  "charge": 1,
  "energy_ha": -1266.9450,
  "fmax_ev_per_a": 6.4,
  "lumo_ev": -5.338,
  "elements": ["C", "C", "C", "N", "S", "S", "I", "H", "H", "H", "H", "H", "H", "H"],
  "xyz": [[1.5853, 1.5752, -0.1158], [1.0660, -0.7590, 1.2997], [-1.6141, -1.0298, -0.5192], [-2.3020, -1.8564, -1.1246], [1.5479, 3.1205, -0.6926], [0.8445, 1.0895, 1.2831], [-2.2861, 0.9356, -0.2257], [2.1565, 1.0462, -0.8555], [2.0691, -1.0187, 1.1411], [0.7006, -1.1127, 2.2452], [0.4089, -1.3875, 0.5508], [-1.7729, -2.7757, -1.3629], [-3.1717, -1.7909, -1.7296], [0.7681, 3.9638, 0.1058]],
  "atomic_forces_ev_per_a": [[-0.894, 0.614, 1.211], [-2.236, -0.719, -1.403], [2.794, 2.114, 2.170], [-1.858, -4.542, -4.128], [-0.107, 2.063, -0.729], [0.474, -1.710, -0.678], [-0.827, 0.134, -0.269], [0.136, -1.110, 0.166], [1.517, -0.073, 0.063], [0.132, 0.239, 0.752], [0.894, 2.092, 0.937], [-1.375, 1.807, 0.771], [0.874, 0.419, 1.198], [0.476, -1.328, -0.061]],
  "mulliken_charge": [0.0970, -0.7295, -0.2802, -0.2537, -0.0605, 0.1578, -0.0055, 0.3121, 0.3899, 0.3546, 0.2636, 0.2860, 0.2482, 0.2201]
}


> Which formula does entry 4 have?

C3H7INS2